1.
ORCA calculation (wB97M-V/def2-TZVPD) on a 5-piece molecular cluster, H10O5 overall at a distorted geometry.

Last column: Löwdin charge in e.
Cartesian coordinates (Å):
1 H -2.818 -3.342 -0.596  0.042
2 O -2.321 -2.612 -0.190  -0.051
3 H 3.518 -0.451 -0.407  0.013
4 H -2.818 0.140 0.515  0.058
5 H -0.256 3.388 -0.718  0.061
6 O -0.469 2.525 -0.356  -0.016
7 H 1.294 -0.393 1.384  0.066
8 H 0.675 0.552 0.279  -0.045
9 H -1.598 -2.438 -0.774  0.017
10 H 4.839 -0.331 0.317  0.069
11 O 4.238 -1.013 -0.108  -0.083
12 H -2.088 1.429 0.154  0.011
13 O 0.475 -0.019 0.965  -0.056
14 O -1.935 0.573 0.585  -0.088
15 H -0.736 1.993 -1.052  0.002

SMILES	O.O.O.O.O
energy above the lowest of the compared OMol25 structures with the same formula, charge and spin	45.4	kcal per mole
E_LUMO	0.0150	Eh
HOMO energy	-10.58	eV
gap between HOMO and LUMO	10.9832	eV
largest force on an atom	4.270	eV Å⁻¹

=====

2.
ORCA calculation (wB97M-V/def2-TZVPD) on C24H22N10O4V as an isolated structure at a distorted geometry.

Last column: Löwdin charge in e.
Cartesian coordinates (Å):
1 H 3.913 -0.874 -3.167  0.136
2 C 3.256 1.082 -0.516  0.024
3 N -2.570 -2.791 -1.944  -0.114
4 C -0.015 2.714 3.271  -0.134
5 H -1.938 -0.453 1.723  0.161
6 O -4.138 -2.456 1.190  0.027
7 H -2.744 0.511 -2.249  0.119
8 H -0.518 -3.169 -3.701  0.104
9 H 0.855 -3.894 -1.826  0.099
10 C -2.706 0.545 -1.176  -0.159
11 N -0.155 -3.789 -1.719  -0.042
12 C -2.667 2.906 4.050  -0.026
13 H 0.467 3.492 5.199  0.115
14 H -0.620 -4.942 -3.480  0.120
15 V -1.150 -2.017 -0.978  0.704
16 H -3.989 2.813 1.435  0.141
17 C 1.324 -0.948 -1.780  -0.105
18 N -3.040 1.136 0.800  -0.116
19 H -4.390 -3.659 -1.372  0.126
20 O -3.136 -4.676 -3.121  0.023
21 H -0.905 -0.343 -3.920  0.125
22 C -3.332 -2.709 0.311  -0.671
23 C -1.659 3.308 4.912  -0.055
24 H 7.027 0.492 0.003  0.110
25 O -2.083 -2.894 0.468  -0.145
26 C -0.334 3.205 4.538  -0.010
27 C -2.358 2.406 2.788  -0.184
28 C -2.279 0.034 0.828  -0.091
29 C -2.330 -3.848 -2.719  -0.557
30 C 5.360 0.252 -1.307  -0.030
31 O 1.710 2.021 1.688  0.138
32 H -4.220 1.397 2.487  0.144
33 H -0.471 -4.525 -1.084  0.115
34 C -0.823 -3.969 -3.014  -0.151
35 C 5.971 0.662 -0.131  -0.055
36 N 1.987 -0.265 -2.733  -0.129
37 C 4.000 0.470 -1.510  -0.198
38 N 2.420 2.868 3.590  0.107
39 H 3.507 0.794 -3.587  0.142
40 N -2.041 -0.358 -0.416  -0.023
41 H 1.777 -1.335 -0.885  0.148
42 N 0.045 -1.058 -2.132  -0.059
43 C 3.070 2.018 1.749  -0.273
44 H -3.701 2.974 4.354  0.118
45 C -3.783 -2.764 -1.182  -0.112
46 C 3.390 0.024 -2.817  -0.076
47 C 5.234 1.263 0.867  -0.007
48 C 1.364 2.568 2.886  -0.269
49 C -0.014 -0.418 -3.327  -0.160
50 H 5.686 1.579 1.793  0.117
51 C 3.863 1.462 0.685  -0.131
52 N 1.142 0.065 -3.706  0.129
53 H -0.765 1.972 1.414  0.118
54 H -4.382 -1.870 -1.396  0.114
55 H -1.914 3.687 5.890  0.110
56 C -3.487 1.953 1.891  -0.065
57 H 2.202 1.276 -0.650  0.123
58 N 3.491 2.521 2.878  0.107
59 N -3.308 1.461 -0.464  0.134
60 H 5.938 -0.235 -2.078  0.115
61 C -1.033 2.331 2.397  0.030

spin multiplicity	4
energy above the lowest of the compared OMol25 structures with the same formula, charge and spin	30.5	kcal per mole
E_LUMO (alpha / beta)	-0.0275 / -0.0279	Eh
HOMO energy (alpha / beta)	-5.85 / -7.90	eV
gap between HOMO and LUMO (alpha / beta)	5.1008 / 7.1385	eV
largest force on an atom	2.547	eV Å⁻¹

=====

3.
ORCA calculation (wB97M-V/def2-TZVPD) on a 2-piece molecular cluster, C30H30N4O2 overall at a distorted geometry.

Last column: Löwdin charge in e.
Cartesian coordinates (Å):
1 H 3.835 -0.534 2.198  0.074
2 H -4.077 -6.390 0.182  0.086
3 H 0.227 -2.897 -0.675  0.097
4 C 0.803 3.123 1.112  0.012
5 H -2.685 -0.785 3.189  0.068
6 H -0.717 -1.607 -1.468  0.064
7 C -1.471 2.134 -2.295  -0.010
8 N 4.936 0.992 -6.213  0.161
9 C 4.080 1.116 -5.423  -0.167
10 O -3.153 3.692 -2.039  0.057
11 C 0.909 2.271 -3.845  -0.001
12 H -2.747 -4.453 -1.419  0.120
13 H 0.092 2.965 -4.052  0.117
14 H -4.189 -1.668 3.501  0.082
15 H 2.078 -1.639 3.127  0.102
16 C -1.967 -2.247 1.043  -0.131
17 H 2.103 5.041 -0.410  0.080
18 H -0.081 -0.466 -0.073  0.097
19 C 0.072 -2.186 2.422  -0.065
20 C -2.822 -3.911 -0.472  -0.009
21 H -1.500 1.386 0.700  0.087
22 H -0.174 -3.105 2.941  0.123
23 C -1.886 -2.911 -0.195  -0.189
24 H -2.653 -2.330 4.074  0.088
25 H -5.420 -5.570 0.999  0.074
26 H 1.979 2.751 -5.652  0.128
27 N 1.109 -0.368 1.666  -0.004
28 C -4.675 -5.467 0.205  -0.058
29 C -0.744 -2.651 -1.129  -0.036
30 C 2.865 1.388 2.035  -0.202
31 C -3.129 -1.785 3.246  -0.039
32 H -5.196 -5.400 -0.759  0.082
33 H 0.014 3.792 0.764  0.112
34 C 2.140 3.554 1.150  -0.273
35 C -3.019 -2.517 1.943  -0.203
36 H -4.702 -3.781 2.354  0.119
37 C -0.307 1.546 -1.816  0.045
38 H 1.999 0.131 -1.411  0.121
39 H 3.861 -0.126 -3.053  0.127
40 C 3.019 1.271 -4.466  -0.221
41 C 3.025 0.544 -3.263  -0.012
42 C 0.504 1.817 1.476  -0.149
43 H -1.772 2.060 -3.342  0.135
44 H -1.269 0.905 2.392  0.133
45 H -0.218 1.200 -0.799  0.069
46 C -3.802 -4.272 0.453  -0.269
47 C 1.966 2.155 -4.736  -0.013
48 H -0.856 -3.273 -2.023  0.080
49 C 1.217 -1.454 2.499  -0.075
50 H 4.878 0.882 2.493  0.078
51 C 2.483 4.908 0.614  -0.065
52 N -0.815 -1.575 1.562  -0.031
53 C -0.763 1.012 1.413  -0.041
54 C -3.917 -3.534 1.637  -0.007
55 C -0.192 -0.367 1.009  -0.217
56 H 3.570 5.041 0.596  0.073
57 H 2.044 5.705 1.229  0.084
58 O -1.941 3.098 -0.307  0.005
59 H 3.720 0.367 3.726  0.092
60 C 1.556 0.961 1.808  -0.136
61 C 3.874 0.470 2.639  -0.049
62 C 1.984 0.672 -2.360  0.010
63 C 3.136 2.718 1.686  0.001
64 C 0.860 1.485 -2.658  -0.182
65 N -2.231 3.004 -1.533  -0.349
66 H 4.148 3.112 1.803  0.117

SMILES	Cc1cc(C)c(N2C=CN3c4c(C)cc(C)cc4C[C@H]23)c(C)c1.N#Cc1ccc(/C=C/[N+](=O)[O-])cc1
energy above the lowest of the compared OMol25 structures with the same formula, charge and spin	18.1	kcal per mole
E_LUMO	-0.0769	Eh
HOMO energy	-6.49	eV
gap between HOMO and LUMO	4.3998	eV
largest force on an atom	4.249	eV Å⁻¹

=====

4.
ORCA calculation (wB97M-V/def2-TZVPD) on a 2-piece molecular cluster, CH5N3S overall at a distorted geometry.

Last column: Löwdin charge in e.
Cartesian coordinates (Å):
1 H -0.855 2.166 -0.310  0.047
2 N -0.079 1.490 -0.268  0.089
3 H 0.552 -1.243 0.471  0.043
4 S 2.373 -0.060 -0.048  0.587
5 C -0.260 0.184 -0.128  -0.771
6 N -1.319 -0.610 0.299  0.043
7 N 0.760 -0.782 -0.450  -0.361
8 H -1.402 -1.619 -1.331  0.309
9 H 2.562 0.753 1.205  -0.080
10 H -2.332 -0.278 0.561  0.094

energy above the lowest of the compared OMol25 structures with the same formula, charge and spin	145.7	kcal per mole
E_LUMO	-0.0773	Eh
HOMO energy	-8.94	eV
gap between HOMO and LUMO	6.8397	eV
largest force on an atom	5.037	eV Å⁻¹

=====

5.
ORCA calculation (wB97M-V/def2-TZVPD) on one molecule with the formula C19H16N4 at a distorted geometry.

Last column: Löwdin charge in e.
Cartesian coordinates (Å):
1 H -0.563 -0.094 1.838  0.129
2 C -1.144 -0.648 1.115  -0.003
3 H -5.215 -2.004 -0.409  0.075
4 H 0.475 -3.824 0.598  0.084
5 H -2.774 1.598 -1.978  0.106
6 N 3.049 -1.886 0.013  0.183
7 N 2.459 2.098 0.043  0.134
8 H -5.159 -0.383 0.295  0.083
9 H -0.518 0.637 -1.824  0.121
10 H 2.193 -4.287 0.473  0.087
11 C 0.077 1.882 -0.181  -0.181
12 H -0.744 -2.564 -1.644  0.119
13 C -0.819 1.416 -1.139  -0.041
14 C -3.279 -1.390 0.275  -0.276
15 H -1.856 4.275 1.221  0.102
16 H -3.192 -2.634 -1.464  0.112
17 C -2.621 -2.076 -0.736  -0.031
18 H 4.486 2.308 0.165  0.104
19 C -0.498 -1.323 0.085  -0.230
20 C -2.084 1.966 -1.233  -0.077
21 C -0.297 2.929 0.654  -0.026
22 N 4.032 0.320 0.058  0.147
23 C 3.012 -0.525 0.015  -0.284
24 C -2.520 -0.682 1.202  -0.028
25 N 0.904 -1.243 -0.021  0.076
26 H -3.016 -0.147 1.998  0.121
27 C 3.680 1.589 0.096  -0.214
28 C 1.655 -0.089 -0.013  -0.070
29 C -1.566 3.470 0.562  -0.077
30 C 1.808 -2.280 -0.002  -0.312
31 C -1.242 -2.046 -0.838  -0.016
32 C 1.393 -3.702 0.028  0.002
33 H 0.414 3.301 1.376  0.113
34 H -3.456 3.406 -0.442  0.101
35 C 1.413 1.281 -0.049  -0.174
36 C -4.772 -1.398 0.377  -0.046
37 H 1.227 -4.071 -0.984  0.087
38 C -2.464 2.984 -0.374  -0.086
39 H -5.085 -1.795 1.342  0.084

SMILES	Cc1ccc(-n2c(C)nc3ncnc(-c4ccccc4)c32)cc1
energy above the lowest of the compared OMol25 structures with the same formula, charge and spin	0.0	kcal per mole
E_LUMO	0.0159	Eh
HOMO energy	-8.81	eV
gap between HOMO and LUMO	9.2437	eV
largest force on an atom	1.229	eV Å⁻¹

=====

6.
ORCA calculation (wB97M-V/def2-TZVPD) on a 2-piece molecular cluster, C4H4O overall at a distorted geometry.

Last column: Löwdin charge in e.
Cartesian coordinates (Å):
1 C -1.300 0.637 0.122  -0.096
2 C -1.409 -0.810 0.075  0.021
3 H -0.969 -1.149 0.957  0.098
4 C 3.023 0.651 0.026  -0.200
5 H -0.758 -1.122 -0.616  0.063
6 O -1.921 1.598 0.000  0.237
7 H 3.820 0.232 -0.471  -0.064
8 H -2.341 -1.042 -0.267  0.083
9 C 1.855 1.006 0.174  -0.144

energy above the lowest of the compared OMol25 structures with the same formula, charge and spin	149.5	kcal per mole
E_LUMO (alpha / beta)	-0.0421 / -0.0786	Eh
HOMO energy (alpha / beta)	-8.88 / -8.17	eV
gap between HOMO and LUMO (alpha / beta)	7.7380 / 6.0284	eV
largest force on an atom	4.191	eV Å⁻¹

=====

Among the records above, which one has the lowest largest force on an atom? C19H16N4

=====

largest force on an atom of number 5 (C19H16N4)? 1.229 eV Å⁻¹